A cluster of 8 separate species, C17H30Cl3F6N5O7S2 in total at a distorted geometry, computed with ωB97M-V/def2-TZVPD.

Element x y z (Å)
C 0.88890 0.46512 2.02955
C 0.64181 -1.01975 1.45191
O 1.41671 -1.43477 0.53667
N -0.58032 -1.76043 2.03927
H -0.30455 -2.37217 2.79414
H -1.05349 -1.05605 2.58705
C -1.44215 -2.52409 1.04434
H 0.11808 0.68006 2.76965
H 0.83788 1.15655 1.18847
H 1.83989 0.36659 2.55301
H -0.81457 -3.15868 0.41860
H -1.92786 -2.00912 0.21549
H -2.17505 -3.16838 1.52998
C 8.00346 3.40999 -1.04447
C 6.85243 3.18694 -2.06546
N 5.82652 2.34934 -1.51516
C 5.45971 2.18422 -0.19307
C 4.30452 1.53283 -0.06883
N 4.03628 1.10845 -1.34391
C 4.90605 1.54683 -2.24532
C 2.84800 0.25227 -1.58229
H 7.86039 4.21359 -0.32207
H 8.82989 3.71577 -1.68604
H 8.44177 2.57396 -0.49946
H 7.25590 2.66106 -2.93077
H 6.31143 4.07326 -2.39689
H 6.02740 2.68257 0.57879
H 3.68472 1.32521 0.79091
H 4.83872 1.46804 -3.32033
H 1.90727 0.54620 -1.11673
H 3.09875 -0.73780 -1.20150
H 2.72597 0.07048 -2.65007
C -6.06758 -2.10679 0.01847
C -4.94887 -1.19292 -0.01589
N -5.34992 0.06260 -0.71183
C -5.36388 1.30602 -0.09550
C -5.56783 2.20960 -1.11898
N -5.49123 1.52836 -2.36125
C -5.35934 0.20492 -2.09508
C -5.74795 2.07972 -3.69378
H -5.62086 -3.09856 -0.05178
H -6.80734 -2.04579 -0.77974
H -6.76737 -2.04006 0.85150
H -4.01772 -1.52745 -0.47323
H -4.80750 -0.90924 1.02701
H -5.44056 1.45518 0.97140
H -5.87848 3.24253 -1.06466
H -5.31354 -0.61009 -2.80224
H -4.90517 2.76228 -3.80299
H -6.65015 2.64565 -3.46172
H -5.87777 1.29435 -4.43839
Cl 3.19002 2.99415 2.87646
Cl -0.23388 -5.99452 -0.12786
Cl -2.95492 0.10347 3.46126
C -1.51769 1.02523 -1.65318
F -0.43262 1.74845 -1.68435
F -1.81335 0.82064 -0.32940
F -2.46826 1.72746 -2.22912
S -1.33715 -0.63220 -2.72726
O -1.35845 -0.32529 -4.16366
O 0.00421 -1.23291 -2.42033
O -2.40528 -1.46457 -2.19989
C 3.00134 -3.11147 4.56236
F 2.92181 -3.38677 3.26076
F 3.89148 -3.93017 5.13369
F 3.24761 -1.78127 4.78362
S 1.18114 -3.47613 5.23405
O 0.96704 -4.89254 5.05816
O 1.15028 -3.05726 6.63824
O 0.28536 -2.72295 4.27998

Atoms 1-3, force components in eV/Å:
C -1.098 -3.043 0.029
C 2.995 0.639 -3.012
O -4.111 0.866 4.319

Summary:
Gap between HOMO and LUMO (spin up / spin down), hartree: 0.0519 / 0.1442
Net charge: -3
E_LUMO (spin up / spin down), eV: 3.9 / 3.9
Multiplicity: 2
Calculated total energy, eV: -115437.5980

A cluster of 7 separate species, C4H21NO8S in total at a distorted geometry, computed with ωB97M-V/def2-TZVPD.

Element x y z (Å)
O 1.12676 -2.17564 -0.37794
C 0.40882 -1.21342 -0.07633
N -0.11273 -1.23701 1.18808
C -0.45374 -0.17624 2.14715
O -1.09541 -0.78806 3.16963
C 0.31421 -0.11362 -1.12684
C 0.90261 1.23271 -0.64364
S 1.79269 2.17912 -1.88680
H 0.05319 -2.15316 1.67152
H -1.16582 0.51713 1.64184
H 0.39138 0.43342 2.45563
H -0.47656 -1.34984 3.80103
H -0.74801 -0.15288 -1.64070
H 0.89767 -0.24579 -1.95975
H 0.21885 1.85165 -0.00453
H 1.62009 1.06978 0.18372
H 0.81753 3.15924 -1.95362
H -2.49045 -2.77393 0.47194
H -1.92430 -2.83742 -1.07379
O -2.73401 -2.71198 -0.43293
H -1.67055 -0.06770 -4.37131
H -1.22388 1.10175 -3.53885
O -1.14068 0.19729 -3.69652
H 3.95806 -1.63859 -2.17408
H 2.64101 -1.51266 -1.56985
O 3.14014 -1.41445 -2.34540
H -3.05267 1.77210 1.68684
H -3.27578 1.00410 2.97458
O -3.66310 1.32411 2.25543
H 2.91826 -1.43495 0.77965
H 3.69862 -0.38540 -0.07241
O 3.43411 -0.64501 0.81513
H -0.70217 3.13468 1.95350
H -1.03597 3.18912 0.43277
O -1.36817 2.86154 1.31685

Atoms 1-3, force components in eV/Å:
O -0.329 -0.301 -0.153
C 1.742 -0.601 -0.228
N 0.254 -0.444 0.222

Summary:
Gap between HOMO and LUMO, hartree: 0.3462
Net charge: 0
SMILES: O=C(CCS)NCO.O.O.O.O.O.O
E_LUMO, eV: -0.1
Energy relative to the best compared isomer or geometry (same formula, charge and spin), eV: 4.165
Calculated total energy, eV: -33191.7536

A structure of composition C31H60N9O13Sn at a distorted geometry, computed with ωB97M-V/def2-TZVPD.

Element x y z (Å)
Sn 0.49345 0.79775 -0.27755
O -0.16783 2.92348 -5.15225
C -0.66932 2.83010 -4.00161
O 0.15234 2.70066 -3.07216
O -1.92111 2.75556 -3.86922
H 0.69996 3.09482 -4.77918
C -2.75554 1.80133 0.35652
O -2.59786 0.86974 -0.43915
O -1.83643 2.22410 1.02455
O -3.89032 2.32520 0.46298
C -2.00625 5.92194 -1.02450
C -3.47454 5.62236 -0.88432
O -4.03902 5.13371 -1.81769
N -4.02144 5.88399 0.30303
C -5.42849 5.89273 0.71700
H -1.80138 6.94551 -0.71075
H -1.63372 5.86320 -2.04718
H -1.50089 5.26493 -0.31666
H -3.25710 6.17379 0.89623
H -5.75456 4.86163 0.85340
H -6.01145 6.44917 -0.01691
H -5.60766 6.49172 1.60987
C 4.92477 2.11758 -2.57124
C 4.44745 1.05978 -1.60758
O 3.26027 0.87366 -1.40218
N 5.21384 0.23290 -0.98003
C 6.49618 0.66047 -0.40642
H 5.89628 1.81784 -2.96422
H 4.97988 3.10770 -2.11878
H 4.43535 2.25098 -3.53601
H 4.64223 -0.45245 -0.50710
H 7.36992 0.79631 -1.04377
H 6.72728 0.03365 0.45486
H 6.37860 1.65149 0.03194
C 2.32804 -2.52217 2.18472
C 3.20277 -1.30488 1.84852
O 2.86724 -0.37085 1.20163
N 4.52491 -1.38458 2.35354
C 4.97623 -2.17179 3.55339
H 2.62881 -3.44857 1.69542
H 1.32182 -2.31020 1.82320
H 2.11806 -2.69605 3.24008
H 5.14056 -0.63517 2.07161
H 4.26151 -2.94093 3.84614
H 5.09136 -1.53496 4.43048
H 6.00008 -2.51915 3.41494
C 2.18439 -0.36875 -4.58560
C 0.82312 -0.72144 -3.92940
O 0.68899 -0.85031 -2.73360
N -0.20481 -0.92392 -4.82973
C -1.57079 -1.13660 -4.37230
H 2.27628 -0.99754 -5.47120
H 3.01978 -0.73356 -3.98798
H 2.18871 0.65094 -4.97071
H -0.10504 -0.68996 -5.80718
H -1.85229 -2.03786 -4.91689
H -2.14759 -0.30269 -4.77230
H -1.82584 -1.18287 -3.31357
C 2.38219 -7.45283 -3.74575
C 1.63761 -6.39261 -2.89188
O 1.09070 -6.74602 -1.90797
N 1.67818 -5.14112 -3.28418
C 1.14755 -4.01795 -2.47565
H 2.77378 -6.85428 -4.56824
H 1.67689 -8.17922 -4.14949
H 3.11458 -7.99638 -3.14887
H 2.17115 -4.79506 -4.09494
H 0.08968 -3.95649 -2.73105
H 1.74785 -3.16450 -2.79086
H 1.18555 -4.11762 -1.39088
C -0.35522 -0.87601 4.78858
C -0.67092 -0.05630 3.49372
O -0.30612 -0.37391 2.36604
N -1.50344 0.98041 3.54160
C -1.91816 1.88938 4.61670
H 0.63187 -0.51134 5.07277
H -0.20662 -1.94937 4.67058
H -1.11497 -0.65459 5.53815
H -1.62240 1.36266 2.61433
H -2.58621 1.40265 5.32727
H -2.39534 2.75365 4.15471
H -1.09928 2.31426 5.19722
C -1.22740 -3.55757 0.99227
C -1.66641 -2.55922 -0.05257
O -0.80380 -1.88730 -0.59620
N -2.96012 -2.50407 -0.32147
C -4.07103 -3.38596 0.11120
H -0.37796 -4.12377 0.61020
H -1.94256 -4.29812 1.35034
H -0.74011 -3.09253 1.84924
H -3.06787 -1.76890 -1.00558
H -4.31463 -4.17059 -0.60512
H -4.91195 -2.69260 0.12531
H -3.87470 -3.92901 1.03567
N -4.09303 -0.43076 2.13382
C -5.36228 -0.04527 2.11897
C -6.07864 -0.68422 3.07809
C -5.26395 -1.55282 3.72800
C -3.93790 -1.40483 3.14372
H -3.31953 -0.10375 1.57269
H -5.57016 0.74582 1.41374
H -7.13395 -0.49694 3.21092
H -5.54313 -2.29805 4.45813
H -2.99805 -1.82926 3.46458
N 0.67109 4.02660 1.86971
C 1.22348 4.12536 0.61918
C 2.37449 3.30521 0.53159
C 2.45021 2.61391 1.77141
C 1.33831 3.02722 2.53362
H -0.18482 4.44404 2.20626
H 0.71900 4.80220 -0.05445
H 3.14729 3.47178 -0.20423
H 3.35582 2.09728 2.05311
H 0.93604 2.84528 3.51925

Atoms 1-3, force components in eV/Å:
Sn -2.794 0.295 -0.223
O 2.544 1.096 -5.321
C -7.240 -1.983 5.357

Summary:
Gap between HOMO and LUMO, hartree: 0.1662
Net charge: -1
E_LUMO, eV: 1.6
Calculated total energy, eV: -78979.0768

A structure of composition C13H18AsCl8GaGe2NO6S, computed with ωB97M-V/def2-TZVPD.

Element x y z (Å)
Ga -2.24103 -3.92389 -0.16764
O -0.41587 -8.10403 -0.15335
As -0.30107 -6.50488 -0.88190
O -0.58446 -6.61567 -2.47394
O -1.33652 -5.56393 0.07561
C 1.49805 -6.04162 -0.29902
C 2.34047 -7.09469 0.03581
C 3.64137 -6.85834 0.45914
C 4.12013 -5.56328 0.55878
C 3.29668 -4.49743 0.23050
C 2.00114 -4.74348 -0.19614
S 0.96838 -3.36138 -0.57460
O 1.97737 -2.31684 -1.04759
O 0.10132 -3.73497 -1.67120
O 0.28719 -2.89816 0.61211
H -0.78721 -8.68783 -0.82749
H 1.96706 -8.10681 -0.02688
H 4.27978 -7.69463 0.71175
H 5.13395 -5.37580 0.88567
H 3.66116 -3.48180 0.28945
Cl 0.37870 6.20986 0.04436
C -0.29216 7.84424 -0.08515
Cl -1.00259 8.14992 -1.67609
H 0.51354 8.55172 0.06700
H -1.06297 7.94763 0.66819
Cl 1.42130 6.38265 4.87412
C 0.14808 5.34830 4.20821
Cl 0.84223 4.14765 3.11875
Cl -0.73979 4.55078 5.51544
C -0.79045 6.19725 3.46782
N -1.52503 6.86144 2.89156
C -1.80856 2.96913 -0.54868
Ge -2.61435 4.03122 0.72352
C -0.31820 -1.95837 -4.29387
C -3.39704 5.65318 0.01645
C -2.75336 3.56994 2.47080
H -1.16337 1.15658 -1.72916
H -1.81927 3.09791 -1.62350
H -0.76375 2.05144 1.19536
H -0.97072 -1.27401 -3.76071
H -0.53833 -1.96111 -5.35518
H -0.35311 -2.95133 -3.86353
H -2.86385 5.97566 -0.87564
H -3.33345 6.43295 0.77427
H -4.44322 5.49019 -0.23611
H -2.36706 2.63688 2.85287
H -3.25268 4.22409 3.17446
Cl 1.36724 -1.34131 -4.11743
Ge 1.38775 -0.53496 -1.52249
Cl -0.92975 1.50526 -0.17720
Cl 3.43630 0.20465 -1.73751

Atoms 1-3, force components in eV/Å:
Ga 0.040 0.016 -0.042
O -0.002 -0.013 0.004
As 0.081 0.048 -0.021

Summary:
Gap between HOMO and LUMO (spin up / spin down), hartree: 0.2751 / 0.2294
Net charge: 0
E_LUMO (spin up / spin down), eV: -0.4 / -1.6
Energy relative to the best compared isomer or geometry (same formula, charge and spin), eV: 11.900
Multiplicity: 2
Calculated total energy, eV: -364801.6598

A cluster of 3 separate species, C5H14O2 in total at a distorted geometry, computed with ωB97M-V/def2-TZVPD.

Element x y z (Å)
C -0.83651 -0.10023 2.72743
C -0.85234 1.14990 1.84469
C 0.03373 1.11000 0.59194
C -0.06352 2.34427 -0.23028
C 0.68969 2.63495 -1.31583
H -1.64997 0.00254 3.47326
H 0.00617 -0.17057 3.42483
H -1.07620 -1.08420 2.29852
H -0.39672 1.97025 2.46615
H -1.86707 1.38175 1.48941
H 1.11479 0.89652 0.61178
H -0.39211 0.38817 -0.12629
H -0.66742 3.16251 0.18619
H 1.71170 2.26483 -1.33289
H 0.30015 3.27432 -2.11658
H 0.37954 -1.99306 -2.17089
H -0.52116 -2.17851 -0.93961
O -0.08532 -1.50814 -1.47705
H 0.94109 -5.10578 -3.45829
H 2.04839 -4.23245 -2.76876
O 1.18309 -4.20708 -3.17770

Atoms 1-3, force components in eV/Å:
C -1.249 -0.071 1.400
C 1.900 0.187 0.279
C -0.101 -0.241 -1.219

Summary:
Gap between HOMO and LUMO, hartree: 0.3269
Net charge: 0
SMILES: C=CCCC.O.O
E_LUMO, eV: 0.6
Energy relative to the best compared isomer or geometry (same formula, charge and spin), eV: 1.834
Calculated total energy, eV: -9505.1657